Entry 1:
{
  "formula": "C6H8O2",
  "method": "wB97M-V/def2-TZVPD",
  "gap_ha": 0.3161,
  "e_above_lowest_kj_mol": 574.9,
  "charge": 0,
  "lumo_ev": 0.73,
  "total_energy_ha": -383.6911,
  "elements": ["C", "C", "C", "C", "C", "C", "H", "H", "H", "H", "H", "H", "H", "H", "O", "O"],
  "xyz": [[-0.49, -1.37, -0.87], [0.17, -1.19, 0.50], [0.94, 0.93, -0.13], [1.86, 1.93, 0.00], [-1.18, -0.30, 1.04], [-1.12, -0.01, -0.49], [-0.28, -1.49, -2.20], [-1.41, -2.04, -0.60], [0.49, -2.12, 0.95], [-0.66, 0.77, 1.55], [1.81, 2.72, -0.68], [2.92, 2.02, 0.57], [-2.08, -0.91, 1.39], [-2.11, 0.32, -0.92], [1.29, -0.21, 0.60], [-0.16, 0.94, -0.70]]
}

Entry 2:
{
  "formula": "C6H8O2",
  "method": "wB97M-V/def2-TZVPD",
  "gap_ha": 0.3697,
  "e_above_lowest_kj_mol": 462.6,
  "charge": 0,
  "smiles": "C1=C[C@@H]2O[C@H]2COC1",
  "lumo_ev": 1.00,
  "total_energy_ha": -383.7339,
  "elements": ["C", "C", "C", "O", "C", "C", "O", "C", "H", "H", "H", "H", "H", "H", "H", "H"],
  "xyz": [[0.47, -0.55, 1.45], [1.13, -1.23, 0.56], [0.54, -0.93, -0.81], [1.19, -0.48, -1.94], [0.59, 0.50, -1.11], [-0.81, 0.94, -1.12], [-1.43, 0.16, -0.15], [-0.86, 0.21, 1.19], [0.67, -0.69, 2.48], [1.90, -1.96, 0.83], [-0.49, -1.17, -0.96], [1.25, 1.28, -0.73], [-1.21, 0.95, -2.10], [-0.79, 1.94, -0.86], [-0.60, 1.31, 1.44], [-1.56, -0.29, 1.85]]
}

Entry 3:
{
  "formula": "C6H8O2",
  "method": "wB97M-V/def2-TZVPD",
  "gap_ha": 0.3258,
  "e_above_lowest_kj_mol": 679.9,
  "charge": 0,
  "smiles": "O[C@@H]1[C@H]2C=CCO[C@H]12",
  "lumo_ev": 0.75,
  "total_energy_ha": -383.6512,
  "elements": ["O", "C", "C", "C", "C", "C", "O", "C", "H", "H", "H", "H", "H", "H", "H", "H"],
  "xyz": [[-2.77, -0.22, -0.60], [-1.81, 0.08, 0.30], [-0.55, 0.45, -0.17], [0.72, 1.37, 0.04], [1.81, 0.69, -0.15], [1.71, -0.89, -0.19], [0.46, -1.49, -0.38], [-0.55, -0.97, 0.54], [-3.39, 0.51, -0.53], [-2.40, 0.18, 1.40], [-0.76, 0.31, -1.17], [0.57, 2.43, 0.11], [2.70, 1.39, -0.56], [2.38, -1.47, -0.99], [2.31, -1.23, 0.81], [-0.43, -1.13, 1.55]]
}

Entry 4:
{
  "formula": "C6H8O2",
  "method": "wB97M-V/def2-TZVPD",
  "gap_ha": 0.3342,
  "e_above_lowest_kj_mol": 193.4,
  "charge": 0,
  "smiles": "CC(=C=O)/C=C(/C)O",
  "lumo_ev": 0.63,
  "total_energy_ha": -383.8364,
  "elements": ["C", "C", "C", "O", "C", "C", "C", "O", "H", "H", "H", "H", "H", "H", "H", "H"],
  "xyz": [[-1.54, -1.21, -1.32], [-1.23, -0.51, -0.04], [-2.08, 0.00, 0.82], [-2.78, 0.48, 1.59], [0.26, -0.48, 0.27], [0.88, 0.69, 0.41], [2.36, 0.72, 0.73], [0.40, 1.89, -0.07], [-2.59, -1.38, -1.42], [-1.21, -0.51, -2.22], [-0.95, -2.19, -1.39], [0.68, -1.40, 0.72], [2.74, -0.35, 0.84], [2.98, 1.24, -0.09], [2.52, 1.23, 1.63], [-0.45, 1.78, -0.45]]
}